w) 8
Properties=species:S:1:pos:R:3 method="wB97M-V/def2-TZVPD" homo_lumo_gap_ha="0.2282 / 0.2782" homo_ev="-5.795 / -10.241" multiplicity=3
N 1.630 1.221 0.374
N -0.564 0.524 0.067
N 1.329 2.268 0.197
N 0.315 -0.197 -0.225
O -1.849 0.182 0.435
O 0.147 -1.518 -0.286
H -2.003 -0.730 0.268
H 0.995 -1.751 -0.831

x) 8
Properties=species:S:1:pos:R:3 method="wB97M-V/def2-TZVPD" homo_lumo_gap_ha="0.2755 / 0.2390" homo_ev="-8.652 / -9.326" multiplicity=3
N -0.410 -0.286 -0.973
N 0.576 -1.471 0.541
N -0.776 0.704 -1.568
N 0.106 -0.367 0.220
O 1.141 -1.780 1.550
O -0.300 1.065 1.583
H 0.483 1.588 1.317
H -0.821 0.547 -2.671

Relative energies, unit kJ/mol: w) 0.0; x) 22.2

w) 17
Properties=species:S:1:pos:R:3 method="wB97M-V/def2-TZVPD" homo_lumo_gap_ha=0.3082 homo_ev=-17.269 total_charge=+2 multiplicity=1
C -1.257 -0.567 0.259
C -1.240 0.679 2.167
N 1.007 0.127 -1.711
N -0.906 -0.584 1.436
N 1.496 0.915 -2.789
N -0.021 -1.429 2.078
S -1.900 -0.820 -1.112
H -0.282 1.047 2.615
H -1.751 1.249 1.380
H -2.029 0.444 2.948
H 1.030 -0.864 -1.900
H 2.531 0.913 -3.069
H 1.214 1.931 -2.513
H 0.966 0.672 -3.702
H -0.298 -1.728 3.033
H 0.058 -2.289 1.658
H 1.383 0.302 -0.776

x) 17
Properties=species:S:1:pos:R:3 method="wB97M-V/def2-TZVPD" homo_lumo_gap_ha="0.2267 / 0.2664" homo_ev="-14.333 / -14.145" total_charge=+2 multiplicity=1
C 15.118 -0.206 -0.900
C -12.806 2.479 0.066
N 14.718 -1.269 -0.316
N -13.212 0.220 0.481
N 14.524 -1.444 0.980
N -13.265 1.152 -0.248
S -13.629 -2.758 -0.152
H 15.327 0.694 -0.339
H 15.250 -0.198 -1.969
H -13.644 3.179 0.007
H -12.378 2.492 1.069
H -12.061 2.787 -0.670
H 14.534 -2.109 -0.879
H 14.149 -2.313 1.332
H 14.654 -0.664 1.610
H -13.668 1.074 -1.211
H -13.610 -3.115 1.138

Relative energies, unit kJ/mol: w) 0.0; x) 19.2

w) 7
Properties=species:S:1:pos:R:3 method="wB97M-V/def2-TZVPD" homo_lumo_gap_ha=0.3843 homo_ev=-9.992 multiplicity=1
C 1.593 0.416 -0.387
N 1.846 -0.689 -0.870
Cl 0.361 0.721 0.864
I -3.588 0.304 0.028
H 2.223 1.274 -0.496
H 1.389 -1.507 -0.584
H -3.824 -0.520 1.444

x) 7
Properties=species:S:1:pos:R:3 method="wB97M-V/def2-TZVPD" homo_lumo_gap_ha=0.3797 homo_ev=-9.957 multiplicity=1
C 1.099 -0.897 -0.938
N 0.257 -0.001 -0.864
Cl -0.664 0.337 -2.396
I -1.315 2.135 3.387
H 1.508 -1.347 -1.913
H 1.558 -1.313 -0.087
H -2.444 1.086 2.811

y) 7
Properties=species:S:1:pos:R:3 method="wB97M-V/def2-TZVPD" homo_lumo_gap_ha=0.3681 homo_ev=-9.761 multiplicity=1
C 1.089 0.603 0.376
N -0.251 -0.545 -0.246
Cl 0.905 2.185 -0.231
I 2.916 -0.300 0.116
H 0.723 0.414 1.446
H 0.252 -0.907 -1.028
H -1.005 0.094 -0.463

Relative energies, unit kJ/mol: w) 0.0; x) 125.0; y) 102.6

w) 12
Properties=species:S:1:pos:R:3 method="wB97M-V/def2-TZVPD" homo_lumo_gap_ha="0.3006 / 0.3009" homo_ev="-9.519 / -9.647" multiplicity=1
C 0.172 -0.677 0.189
C 0.034 0.823 -0.133
C 1.993 0.078 -0.937
N 1.863 -0.633 -2.180
O 0.927 -0.319 -2.888
O 2.650 -1.534 -2.381
O 1.280 1.221 -0.714
F 3.213 0.052 -0.425
H 0.425 -0.989 1.186
H -0.321 -1.378 -0.460
H -0.771 0.995 -0.854
H -0.128 1.437 0.759

x) 12
Properties=species:S:1:pos:R:3 method="wB97M-V/def2-TZVPD" homo_lumo_gap_ha=0.3553 homo_ev=-9.026 multiplicity=1
C 0.880 2.234 1.568
C -1.026 -1.470 -0.211
C 0.466 -0.526 -1.216
N -0.080 -1.192 -2.233
O 0.429 1.299 2.116
O -0.933 -2.049 -1.377
O -0.016 -0.461 0.005
F 1.250 0.347 -1.677
H 0.634 3.241 1.889
H 1.514 2.087 0.612
H -1.007 -2.208 0.736
H -2.112 -1.303 -0.212

Relative energies, unit kJ/mol: w) 97.9; x) 0.0

w) 7
Properties=species:S:1:pos:R:3 method="wB97M-V/def2-TZVPD" homo_lumo_gap_ha="0.3165 / 0.2777" homo_ev="-9.220 / -8.511" multiplicity=1
C -1.367 -0.184 0.006
N 1.015 -0.619 0.087
O -2.382 -0.791 -0.150
F -1.209 1.191 -0.062
S 1.627 0.778 0.206
H 0.914 -1.224 1.008
H 1.402 0.849 -1.095

x) 7
Properties=species:S:1:pos:R:3 method="wB97M-V/def2-TZVPD" homo_lumo_gap_ha=0.3712 homo_ev=-9.912 multiplicity=1
C 0.047 -0.193 -0.117
N 1.178 -0.401 -0.364
O -1.054 -0.138 0.217
F -3.613 0.602 -0.023
S 2.665 0.341 -0.201
H -2.663 0.383 0.156
H 3.441 -0.595 0.332

Relative energies, unit kJ/mol: w) 326.5; x) 0.0

w) 17
Properties=species:S:1:pos:R:3 method="wB97M-V/def2-TZVPD" homo_lumo_gap_ha=0.3323 homo_ev=-9.112 multiplicity=1
C -1.209 -0.237 -0.033
C 0.662 1.250 -0.895
C 0.882 -1.192 -0.582
C 0.452 0.204 1.497
C 0.285 0.090 0.006
N -2.239 0.462 -0.402
I -4.193 -0.241 -0.223
H -1.307 -1.123 0.573
H 0.805 2.236 -0.350
H 1.548 0.988 -1.391
H -0.075 1.416 -1.602
H 1.959 -1.442 -0.309
H 0.233 -1.972 -0.447
H 0.838 -1.160 -1.648
H 1.407 -0.136 1.874
H -0.240 -0.385 2.088
H 0.192 1.243 1.843

x) 17
Properties=species:S:1:pos:R:3 method="wB97M-V/def2-TZVPD" homo_lumo_gap_ha=0.3181 homo_ev=-7.946 multiplicity=1
C -0.662 0.413 -1.159
C -1.083 0.595 2.244
C 1.685 -0.511 -1.240
C -0.044 -0.160 1.953
C 0.657 0.570 -1.247
N -1.316 -0.803 -1.120
I 1.407 2.551 -1.452
H -1.324 1.266 -1.170
H -0.742 -1.605 -0.905
H -2.036 0.179 2.527
H -1.023 1.671 2.215
H 2.613 -0.164 -0.786
H 1.326 -1.370 -0.666
H 1.910 -0.847 -2.256
H -0.096 -1.238 1.988
H 0.910 0.259 1.685
H -2.183 -0.807 -0.610

Relative energies, unit kJ/mol: w) 47.0; x) 0.0

w) 9
Properties=species:S:1:pos:R:3 method="wB97M-V/def2-TZVPD" homo_lumo_gap_ha=0.3818 homo_ev=-9.378 multiplicity=1
C -1.380 0.222 0.005
N 1.662 -0.535 0.061
O -0.545 0.422 1.141
O -0.485 0.739 -0.936
P 0.770 0.897 0.106
H -1.502 -0.773 -0.228
H -2.394 0.697 -0.012
H 1.264 -1.297 -0.487
H 2.612 -0.372 0.350

x) 9
Properties=species:S:1:pos:R:3 method="wB97M-V/def2-TZVPD" homo_lumo_gap_ha=0.3741 homo_ev=-10.015 multiplicity=1
C 0.317 0.666 -0.158
N -0.663 1.342 0.569
O 0.212 -3.268 -0.263
O 0.026 -0.842 -0.261
P 0.833 -2.120 -0.868
H 0.365 1.006 -1.188
H 1.361 0.820 0.360
H -0.950 1.274 1.605
H -1.502 1.122 0.204

Relative energies, unit kJ/mol: w) 0.0; x) 10.1

w) 8
Properties=species:S:1:pos:R:3 method="wB97M-V/def2-TZVPD" homo_lumo_gap_ha=0.3722 homo_ev=-16.064 total_charge=+1 multiplicity=1
C 0.633 0.420 -0.055
C 1.692 -0.346 0.003
C -1.870 0.194 -0.143
O -0.447 0.926 -0.008
O -1.844 -0.920 -0.058
H 1.899 -0.762 1.121
H 2.552 -0.488 -0.646
H -2.615 0.976 -0.214

x) 8
Properties=species:S:1:pos:R:3 method="wB97M-V/def2-TZVPD" homo_lumo_gap_ha="0.3606 / 0.3606" homo_ev="-15.926 / -15.926" total_charge=+1 multiplicity=1
C -1.456 -0.072 -0.408
C -0.069 -0.534 0.232
C 1.067 0.069 0.261
O -2.129 0.622 0.208
O 2.162 0.414 -0.035
H -1.657 -0.762 -1.358
H -0.448 -1.030 1.078
H 2.530 1.293 0.021

y) 8
Properties=species:S:1:pos:R:3 method="wB97M-V/def2-TZVPD" homo_lumo_gap_ha="0.2855 / 0.2784" homo_ev="-15.293 / -14.895" total_charge=+1 multiplicity=1
C 1.556 0.555 -0.874
C -0.048 -1.076 0.970
C -0.834 0.594 -0.429
O 0.490 1.048 -1.127
O -0.737 -0.272 0.433
H 1.613 -0.326 -0.258
H -0.583 -1.915 1.374
H -1.455 1.392 -0.089

z) 8
Properties=species:S:1:pos:R:3 method="wB97M-V/def2-TZVPD" homo_lumo_gap_ha="0.2851 / 0.3183" homo_ev="-14.491 / -14.802" total_charge=+1 multiplicity=1
C -1.443 0.090 0.098
C 0.914 0.419 1.247
C 0.575 -0.403 -0.948
O -0.815 -0.335 -0.868
O 1.240 0.084 0.108
H -2.470 0.063 -0.031
H 1.073 1.174 2.046
H 0.926 -1.093 -1.652

Relative energies, unit kJ/mol: w) 0.0; x) 75.6; y) 640.7; z) 549.3

w) 17
Properties=species:S:1:pos:R:3 method="wB97M-V/def2-TZVPD" homo_lumo_gap_ha="0.3096 / 0.2713" homo_ev="-8.136 / -7.157" multiplicity=1
C -0.841 2.096 -0.786
C -0.735 1.500 0.352
C 0.540 -1.544 1.223
C -0.871 -1.144 -0.883
C 0.396 -0.819 -0.085
S 2.772 0.652 0.378
S 1.680 -0.273 -1.082
H -1.063 3.214 -0.672
H -0.748 1.563 -1.754
H -1.135 1.728 1.270
H 0.310 -0.788 1.913
H -0.247 -2.247 1.321
H 1.564 -1.926 1.438
H -1.667 -0.900 -0.145
H -0.892 -2.209 -1.157
H -0.988 -0.494 -1.900
H 1.925 1.590 0.568

x) 17
Properties=species:S:1:pos:R:3 method="wB97M-V/def2-TZVPD" homo_lumo_gap_ha=0.3207 homo_ev=-9.004 multiplicity=1
C -0.897 1.717 -0.524
C -0.770 0.427 -0.815
C 3.119 -0.274 -0.320
C -1.730 -0.933 0.960
C -1.704 -0.642 -0.565
S 3.545 -1.706 0.095
S 2.912 1.136 0.764
H -0.018 2.354 -0.607
H -1.854 2.229 -0.218
H 0.172 0.194 -1.355
H 2.843 0.058 -1.241
H -2.414 -1.668 1.189
H -1.738 -0.025 1.520
H -0.786 -1.386 1.216
H -2.742 -0.532 -0.899
H -1.426 -1.556 -0.973
H 3.488 0.607 1.773

y) 17
Properties=species:S:1:pos:R:3 method="wB97M-V/def2-TZVPD" homo_lumo_gap_ha=0.3203 homo_ev=-8.179 multiplicity=1
C 1.263 1.530 1.111
C 1.128 1.013 -0.099
C 0.166 -1.097 -1.734
C -0.234 -1.190 0.828
C -0.212 -0.407 -0.474
S -1.924 1.450 0.883
S -1.744 0.326 -0.865
H 1.947 2.396 1.204
H 0.628 1.267 1.910
H 1.533 1.360 -1.018
H -0.491 -1.992 -1.965
H 0.329 -0.366 -2.540
H 1.216 -1.536 -1.648
H 0.870 -1.485 0.939
H -0.894 -2.007 0.777
H -0.279 -0.541 1.685
H -3.301 1.276 1.005

Relative energies, unit kJ/mol: w) 268.1; x) 0.0; y) 37.5